one.
Density functional theory data (ωB97M-V/def2-TZVPD) for 17 unconnected molecules or ions with the total composition H35O17.

The geometry in XYZ format:
```
52
Properties=species:S:1:pos:R:3:lowdin_charge:R:1
O -3.978 -0.140 2.084 -0.12
H 0.359 -2.416 2.412 0.05
H -4.587 -0.924 2.121 0.04
O 0.765 -2.601 1.560 -0.05
H 3.010 1.195 1.163 0.09
H -2.667 -2.577 -2.490 0.00
O -2.829 -0.100 -1.897 -0.05
H -3.554 0.306 -1.397 0.07
H -0.503 2.976 0.982 0.06
O 3.709 -2.063 2.127 -0.07
H 4.179 -1.305 1.721 0.03
H -3.684 3.370 -0.836 0.09
O -0.564 2.874 0.020 -0.06
H 0.313 3.936 -1.840 0.03
O 2.234 -1.576 -1.139 -0.08
H 1.410 -1.295 -1.600 0.01
H -0.622 1.629 2.372 0.04
O 1.175 1.020 -0.584 0.02
H 4.065 2.018 -1.320 0.10
H 2.177 4.336 3.323 0.04
O 0.551 3.373 -2.561 -0.02
H -4.611 0.654 2.169 0.07
H 0.085 3.424 -3.382 0.05
O 3.355 0.457 0.624 -0.03
H -1.770 -3.732 -2.647 0.02
H 2.950 -0.366 1.050 0.07
O -0.675 0.864 1.783 -0.05
H 1.913 0.451 0.093 0.15
H -0.912 0.053 2.276 0.06
O 1.045 -3.890 -2.084 -0.07
H -1.528 -1.231 -1.712 -0.01
H -3.010 -3.432 1.525 0.09
O 2.317 3.458 2.962 -0.06
H 1.084 -4.652 -1.449 0.09
H 2.218 2.767 3.625 0.04
O -0.603 -1.507 -1.791 -0.06
H -0.247 -1.867 -0.975 0.03
H 0.606 1.791 -0.281 0.05
O -3.048 -2.998 2.447 -0.09
H 1.831 1.304 -1.386 0.11
H 2.203 -2.450 -1.597 0.03
O -2.800 3.708 -0.551 -0.06
H -1.994 0.400 -1.752 0.06
H 1.123 -3.511 1.520 0.07
O -2.717 -3.543 -2.557 -0.06
H -3.873 -3.452 2.648 0.03
H 2.832 -2.208 1.696 0.00
O 3.138 2.051 -1.617 -0.02
H 2.947 2.834 -2.144 0.07
H -1.474 2.631 -0.208 0.03
H 1.662 -4.208 -2.794 0.09
H -3.007 4.162 0.286 0.08
```

Summary:
Charge   +1
2S+1   1
Highest occupied orbital energy   -12.9 eV

***

two.
Density functional theory data (ωB97M-V/def2-TZVPD) for 17 unconnected molecules or ions with the total composition H35O17.

The geometry in XYZ format:
```
52
Properties=species:S:1:pos:R:3:lowdin_charge:R:1
O 0.827 -0.430 -2.143 0.12
H 0.974 2.633 3.889 0.05
H 1.575 -0.118 -1.599 0.10
O 1.166 2.201 3.048 -0.05
H -0.074 -1.051 3.728 0.04
H -3.183 0.890 -3.409 0.05
O -4.058 -2.020 -2.471 -0.05
H -4.059 -1.094 -2.219 0.01
H 2.180 -1.133 0.274 0.03
O -1.921 2.035 3.847 -0.05
H -2.641 2.284 3.267 0.03
H 3.492 -0.772 -2.921 0.03
O 1.401 -1.661 0.061 -0.04
H 3.090 -4.644 -1.143 0.05
O 0.406 0.994 0.051 -0.07
H -0.041 1.068 0.902 0.06
H 4.705 3.487 0.279 0.05
O -1.895 -1.153 0.837 -0.06
H -4.319 -2.047 2.783 0.05
H 3.324 1.186 1.781 0.02
O 2.410 -4.053 -1.466 -0.04
H 0.919 -1.404 -2.137 0.13
H 1.712 -4.568 -1.876 0.06
O -0.535 -1.852 3.463 -0.04
H -1.764 1.357 -3.253 0.04
H -0.658 -2.391 4.247 0.05
O 3.881 3.192 0.691 -0.05
H -0.974 -0.947 1.059 0.03
H 3.617 4.032 1.090 0.04
O -1.492 2.619 -0.420 -0.03
H -1.965 0.125 -1.060 0.04
H 0.975 2.220 -2.792 0.03
O 2.895 0.543 1.226 -0.06
H -1.502 3.482 -0.838 0.07
H 1.942 0.591 1.140 -0.03
O -1.472 -0.553 -1.529 -0.07
H 0.053 -0.388 -1.354 0.12
H -4.437 -2.103 -3.349 0.04
O 1.897 1.961 -2.883 -0.03
H -2.235 -1.282 1.737 0.03
H 0.394 1.902 -0.264 0.05
O 3.389 -1.614 -3.370 -0.04
H -1.566 -1.287 -0.856 0.07
H 0.893 2.889 2.430 0.04
O -2.610 1.367 -2.798 -0.05
H 2.405 2.749 -2.661 0.06
H -2.168 1.240 4.325 0.03
O -3.839 -2.624 2.179 -0.04
H -3.571 -3.371 2.725 0.05
H 1.486 -2.544 0.430 0.07
H -2.292 2.371 0.044 0.06
H 3.265 -2.318 -2.721 0.00
```

Summary:
Charge   +1
2S+1   1
Highest occupied orbital energy   -13.4 eV

***

Energy relative to the most stable one, in hartree: one 0.0186; two 0.0000

***

one.
Density functional theory data (ωB97M-V/def2-TZVPD) for 17 unconnected molecules or ions with the total composition H35O17.

The geometry in XYZ format:
```
52
Properties=species:S:1:pos:R:3:lowdin_charge:R:1
O -2.108 -1.437 -4.295 -0.08
H -2.189 -4.535 1.312 0.11
H -2.065 -4.199 2.844 -0.04
O -1.816 -3.923 2.043 -0.04
H -3.935 0.152 -1.452 -0.01
H -2.255 -0.035 -0.527 0.08
O 0.442 2.574 0.515 0.13
H -0.242 3.123 0.540 0.00
H 0.388 2.124 -0.418 0.04
O 3.250 2.828 0.211 -0.05
H 2.876 3.626 0.617 0.05
H 0.755 2.167 -2.409 0.09
O -0.863 -0.740 2.212 0.05
H 3.861 0.469 0.441 0.12
O -2.286 -2.376 -0.096 -0.18
H -3.191 -2.649 -0.752 0.17
H 2.547 -2.425 -4.279 0.08
O -1.690 2.530 1.351 -0.11
H -1.454 5.155 -2.119 0.09
H 0.782 -2.164 2.058 -0.10
O 0.591 1.599 -1.665 0.00
H -1.813 -2.433 -4.202 0.12
H 2.373 -0.329 2.664 0.02
O -3.910 -0.738 -1.439 0.00
H -0.873 0.072 0.026 -0.01
H -3.585 -1.009 -2.279 0.03
O 1.653 -2.388 -4.769 -0.11
H -1.751 1.553 1.133 0.04
H 1.088 -1.619 -4.536 0.02
O 3.007 0.208 0.880 0.03
H 0.433 2.184 3.500 0.00
H -1.740 -0.632 2.540 0.07
O 1.592 -2.303 1.823 0.01
H 0.409 2.105 1.472 0.13
H 2.231 -2.246 2.660 0.14
O 0.626 1.568 2.920 0.03
H -1.428 -1.281 -4.927 0.00
H 1.480 1.050 3.126 0.08
O 2.802 -0.016 3.530 -0.10
H -2.634 2.791 0.985 0.14
H -2.761 -2.118 0.758 0.04
O 2.055 -2.433 -1.442 0.04
H -0.613 -1.292 2.812 -0.05
H 1.825 -1.732 -0.802 0.03
O -1.426 0.591 -0.504 -0.07
H 3.779 -0.093 3.390 0.09
H 2.340 2.681 -0.084 -0.01
O -1.559 4.259 -1.649 -0.10
H -0.825 4.397 -0.958 0.05
H 0.452 0.770 -2.233 0.15
H 2.736 -0.507 0.567 -0.13
H 2.642 -2.926 -1.096 -0.08
```

Summary:
Charge   +1
2S+1   1
Highest occupied orbital energy   -13.2 eV

***

two.
Density functional theory data (ωB97M-V/def2-TZVPD) for 17 unconnected molecules or ions with the total composition H35O17.

The geometry in XYZ format:
```
52
Properties=species:S:1:pos:R:3:lowdin_charge:R:1
O 0.382 0.572 -1.492 -0.04
H -2.216 2.127 3.225 0.05
H -2.226 1.601 4.795 0.06
O -1.759 1.954 4.044 -0.02
H 0.613 -3.505 -2.454 0.05
H 1.109 -4.392 0.429 0.03
O -0.300 2.433 0.860 -0.06
H 0.625 2.375 0.654 0.03
H -0.705 3.221 0.434 0.01
O 3.167 1.381 -1.948 -0.05
H 3.506 0.644 -1.413 0.01
H -0.984 -1.424 2.594 0.11
O -1.446 -1.984 1.777 0.10
H 3.443 -3.273 -2.388 0.05
O 2.221 0.176 1.932 -0.03
H 2.550 0.880 1.388 0.03
H -0.683 -0.335 -4.765 0.04
O -4.040 -0.222 0.494 -0.04
H -2.263 4.748 -0.775 0.08
H 3.232 -0.845 0.400 0.00
O -0.388 -0.196 2.956 -0.02
H 0.240 0.228 -2.391 0.03
H 0.452 2.761 3.830 0.03
O -0.117 -3.600 -1.834 -0.04
H 0.660 -3.049 -0.224 0.00
H -0.385 -4.522 -1.872 0.06
O 0.111 -0.471 -4.254 -0.03
H -4.931 -0.584 0.437 0.07
H 0.739 -0.721 -4.938 0.06
O -3.269 0.113 -3.315 -0.04
H -2.105 0.600 0.016 0.07
H -2.383 -2.146 1.937 0.12
O 3.494 -1.245 -0.432 -0.07
H -2.901 0.906 -3.719 0.04
H 2.778 -1.657 -0.919 0.00
O -1.457 0.002 0.390 -0.01
H 1.166 1.072 -1.676 0.00
H -0.586 0.199 0.022 0.05
O 1.093 2.578 3.137 -0.05
H -3.588 -0.714 -0.202 0.04
H 2.716 0.231 2.755 0.07
O 3.259 -2.372 -2.647 -0.05
H -1.528 -1.040 1.219 0.05
H -0.826 0.607 2.645 0.04
O 1.158 -3.441 0.519 -0.07
H 1.148 3.359 2.599 0.03
H 3.845 2.052 -1.835 0.05
O -1.977 4.125 -0.094 -0.03
H -2.758 4.290 0.456 0.08
H 0.356 0.234 3.398 0.08
H -3.199 0.314 -2.377 0.01
H 4.132 -2.038 -2.875 0.06
```

Summary:
Charge   +1
2S+1   1
Highest occupied orbital energy   -12.9 eV

***

Energy relative to the most stable one, in hartree: one 0.2279; two 0.0000

***

one.
Density functional theory data (ωB97M-V/def2-TZVPD) for 2 unconnected molecules or ions with the total composition C3H5BrN2.

The geometry in XYZ format:
```
11
Properties=species:S:1:pos:R:3:lowdin_charge:R:1
C 0.322 -1.555 -0.207 -0.20
C -0.693 0.595 -0.955 -0.02
C -0.170 -0.290 0.116 -0.35
N 0.675 -2.623 -0.460 0.24
N -0.281 0.066 1.398 0.22
Br 2.937 0.782 0.045 -0.49
H -0.433 0.210 -1.936 0.10
H -0.279 1.598 -0.845 0.09
H -1.780 0.670 -0.878 0.11
H 0.201 -0.477 2.099 0.14
H -0.498 1.023 1.624 0.14
```

Summary:
2S+1   1
Highest occupied orbital energy (alpha / beta)   -8.0 / -8.0 eV

***

two.
Density functional theory data (ωB97M-V/def2-TZVPD) for 2 unconnected molecules or ions with the total composition C3H5BrN2.

The geometry in XYZ format:
```
11
Properties=species:S:1:pos:R:3:lowdin_charge:R:1
C -0.562 -2.318 -0.530 -0.12
C 0.746 1.845 0.559 -0.10
C 0.098 0.734 -0.302 -0.77
N -0.923 -3.044 0.329 0.02
N 0.603 0.388 -1.310 0.12
Br -1.861 0.396 0.254 0.47
H -0.050 2.482 0.778 0.02
H 1.396 2.423 -0.111 0.08
H 1.306 1.267 1.324 0.09
H -1.246 -3.850 0.979 0.14
H 0.492 -0.324 -1.972 0.04
```

Summary:
2S+1   1
Highest occupied orbital energy   -9.3 eV

***

Energy relative to the most stable one, in hartree: one 0.0000; two 0.0343

***

one.
Density functional theory data (ωB97M-V/def2-TZVPD) for a single C2H4ClNOS molecule.

The geometry in XYZ format:
```
10
Properties=species:S:1:pos:R:3:lowdin_charge:R:1
O -1.439 -0.867 0.616 -0.16
N -0.763 -0.748 -0.609 -0.12
C 0.042 0.407 -0.777 -0.92
S 0.206 0.940 -2.242 0.75
C 0.940 0.708 0.444 -0.63
Cl 1.515 -0.676 1.244 0.68
H -0.805 -1.267 1.482 0.17
H -1.380 -1.021 -1.314 0.09
H 0.056 1.104 0.989 0.09
H 1.629 1.420 0.166 0.04
```

Summary:
Structure (SMILES)   ONC(=S)CCl
2S+1   1
Highest occupied orbital energy   -8.8 eV

***

two.
Density functional theory data (ωB97M-V/def2-TZVPD) for 2 unconnected molecules or ions with the total composition C2H4ClNOS.

The geometry in XYZ format:
```
10
Properties=species:S:1:pos:R:3:lowdin_charge:R:1
C 0.301 -0.422 0.102 -0.84
C 1.101 -1.450 -0.538 -0.13
N 0.728 0.657 0.483 0.06
O -2.489 2.496 1.444 -0.62
S -1.056 2.351 1.113 0.80
Cl -1.479 -0.916 -0.027 0.55
H 2.189 -1.163 -0.467 0.12
H 0.674 -2.335 -0.206 0.04
H 1.025 -1.501 -1.572 0.06
H -0.994 2.284 -0.331 -0.05
```

Summary:
2S+1   1
Highest occupied orbital energy (alpha / beta)   -10.2 / -9.1 eV

***

three.
Density functional theory data (ωB97M-V/def2-TZVPD) for a molecular structure, C2H4ClNOS.

The geometry in XYZ format:
```
10
Properties=species:S:1:pos:R:3:lowdin_charge:R:1
C -0.714 1.121 0.967 -0.34
C 0.449 -0.076 -0.680 -0.27
N 0.513 0.726 0.401 -0.05
O -1.818 1.059 0.503 0.07
S 0.063 -2.116 0.270 0.17
Cl -0.548 -3.085 -1.344 -0.01
H -0.475 1.774 1.817 0.13
H -0.302 0.093 -1.336 0.04
H 1.346 -0.395 -1.274 0.10
H 1.488 0.898 0.676 0.16
```

Summary:
2S+1   1
Highest occupied orbital energy   -8.6 eV

***

Energy relative to the most stable one, in hartree: one 0.0564; two 0.0822; three 0.0000